{"formula": "C10H12F12NaO18S4", "method": "wB97M-V/def2-TZVPD", "symbols": ["Na", "C", "F", "F", "F", "S", "O", "O", "O", "C", "F", "F", "F", "S", "O", "O", "O", "C", "F", "F", "F", "S", "O", "O", "O", "C", "F", "F", "F", "S", "O", "O", "O", "C", "O", "C", "O", "O", "C", "H", "H", "H", "H", "H", "H", "C", "O", "C", "O", "O", "C", "H", "H", "H", "H", "H", "H"], "xyz": [[4.4934, -15.0431, -19.3050], [5.8213, -18.7116, -13.7352], [4.5754, -18.3925, -13.2536], [6.7427, -17.9934, -13.0694], [6.1902, -19.9585, -13.4949], [5.9201, -18.3504, -15.6449], [7.3557, -18.2470, -15.9786], [5.2569, -19.4695, -16.3220], [5.1460, -17.1103, -15.9030], [7.0724, -19.1509, -23.6557], [8.3249, -18.5625, -23.6663], [6.1638, -18.4383, -24.2719], [7.1105, -20.3946, -24.1208], [6.4721, -19.1859, -21.7755], [6.3138, -17.7401, -21.4798], [5.2324, -20.0253, -21.7129], [7.6182, -19.8238, -21.0765], [3.7983, -9.8559, -15.6162], [4.8053, -10.5802, -15.1218], [2.7524, -10.2772, -14.8351], [4.0676, -8.5178, -15.5056], [3.5781, -10.3902, -17.4160], [2.3052, -9.7983, -17.8126], [4.7070, -9.7256, -18.0698], [3.5090, -11.8100, -17.4669], [4.2530, -11.8757, -24.9742], [4.5332, -10.7053, -25.5859], [3.0542, -12.4397, -25.2998], [5.2966, -12.7891, -25.0701], [4.0606, -11.5913, -23.0542], [4.0658, -12.9560, -22.4523], [5.2145, -10.7874, -22.7818], [2.7972, -10.8747, -22.8214], [1.5073, -18.4381, -23.2020], [1.6912, -17.4986, -22.1788], [1.2849, -17.6800, -20.8735], [1.3657, -16.7538, -20.0728], [0.8200, -18.9408, -20.6483], [0.5008, -19.3939, -19.2838], [0.4260, -18.5703, -23.2403], [1.9837, -19.4171, -23.1509], [1.8230, -18.0062, -24.1517], [-0.4742, -18.9759, -19.0334], [1.2491, -19.0885, -18.5524], [0.4130, -20.4761, -19.1876], [7.9579, -13.7622, -16.2210], [7.8815, -13.3496, -17.6160], [8.7151, -13.9212, -18.5413], [9.7471, -14.6017, -18.3360], [8.2237, -13.6563, -19.6937], [8.8302, -14.0607, -20.8914], [6.9162, -13.7622, -15.9002], [8.3506, -12.9250, -15.6438], [8.4445, -14.7320, -16.1169], [9.2680, -15.0582, -20.8532], [9.6109, -13.3810, -21.2330], [7.9468, -14.0250, -21.5290]], "forces_ev_per_a": [[-0.02, 0.12, -0.15], [0.34, 1.39, -1.61], [1.33, -0.88, -0.07], [-0.47, 0.68, 0.16], [-1.00, -0.91, 0.23], [-0.22, 0.75, -3.25], [-1.58, -0.10, 1.55], [0.46, 0.04, 1.61], [1.06, -0.85, 1.41], [-0.12, 0.14, 4.70], [-1.55, -0.78, -1.00], [0.18, 0.50, -1.60], [0.50, 0.16, -0.87], [0.66, -0.80, 1.49], [-0.17, -1.73, -0.63], [1.81, 1.71, -0.84], [-1.44, 0.88, -1.31], [-0.35, -1.42, -0.86], [1.09, 0.59, 0.35], [0.08, 1.48, -0.40], [-0.63, -1.52, 0.53], [-0.90, 3.31, -2.40], [0.14, 0.23, 0.91], [-0.25, -0.91, 1.17], [0.83, -1.85, 0.86], [-0.16, -0.63, 4.65], [-0.41, -1.61, -0.61], [1.43, 0.50, -1.58], [-1.54, 1.36, -1.33], [-1.41, -0.76, 1.37], [0.17, 1.57, -1.33], [1.13, 0.26, -0.09], [0.85, -0.82, -1.12], [-1.36, -0.60, -0.67], [0.38, 0.40, 2.26], [0.53, 0.83, 0.11], [-0.20, -2.20, -1.36], [0.36, -0.10, 0.29], [-0.13, 1.11, -0.13], [-0.12, -0.48, -0.45], [0.29, 0.19, 0.81], [0.12, 0.41, 0.33], [0.11, 0.15, 0.16], [0.04, 0.32, -0.29], [0.26, 0.02, -0.96], [-0.69, 0.68, -0.64], [0.97, -0.92, -0.47], [2.49, -1.78, 2.82], [-2.61, 1.94, -0.09], [-1.03, 1.01, -0.50], [-0.19, -0.51, -0.88], [-0.03, -0.61, -0.11], [0.79, -0.28, -0.08], [0.04, 0.28, 0.13], [-0.28, -0.05, 0.27], [-0.16, 0.29, 0.19], [0.60, -0.18, -0.66]], "nbo_charge": [0.97, 0.72, -0.34, -0.34, -0.33, 2.26, -0.97, -0.99, -1.01, 0.73, -0.34, -0.32, -0.33, 2.24, -1.00, -0.99, -0.99, 0.69, -0.34, -0.35, -0.33, 2.34, -1.02, -0.98, -1.00, 0.71, -0.32, -0.33, -0.34, 2.29, -1.01, -1.00, -0.99, -0.24, -0.50, 1.01, -0.63, -0.54, -0.25, 0.16, 0.20, 0.20, 0.18, 0.22, 0.19, -0.26, -0.51, 0.99, -0.68, -0.48, -0.26, 0.21, 0.17, 0.22, 0.21, 0.17, 0.22], "total_energy_ha": -4696.115325, "lumo_ev": 5.13, "spin_multiplicity": 1, "homo_energy_ev": -2.337, "charge": -3, "gap_ev": 7.47}